This record from the Open Molecules 2025 dataset describes C3H5N3O as an isolated structure. The level of theory is the ωB97M-V functional and the def2-TZVPD basis.

CARTESIAN COORDINATES (ANGSTROEM)
C  -0.64661  0.21781  -0.38482
C  1.14056  -0.38957  -1.17654
C  0.16352  -0.07790  0.70652
H  -2.56810  0.27663  -1.00083
H  -2.16209  1.60294  -0.19369
H  1.94391  -0.50423  -1.97464
H  0.42842  -0.92350  2.33485
H  -0.70772  0.10067  2.43940
N  -1.91521  0.61795  -0.25678
N  0.06758  0.15398  -1.43983
N  0.25470  -0.06798  2.00130
O  1.28392  -0.49777  0.17388

2S+1	1
HOMO energy	-7.662	eV
total charge	0
total energy	-356.7574	hartree

---

This record from the Open Molecules 2025 dataset describes one molecule with the formula C3H5N3O. The level of theory is the ωB97M-V functional and the def2-TZVPD basis.

CARTESIAN COORDINATES (ANGSTROEM)
C  -2.45193  0.15741  0.05494
N  -1.19040  0.14764  -0.12923
N  -0.64523  -1.15441  -0.06316
C  0.64167  -1.16750  0.00691
C  1.75107  -0.09046  0.00555
N  1.39316  1.20633  0.04648
O  2.88967  -0.51193  -0.00391
H  -3.00878  -0.77960  0.27451
H  -2.99731  1.07020  0.03652
H  1.12779  -2.16649  0.04194
H  0.39797  1.38672  -0.15609
H  2.09234  1.90209  -0.11446

SMILES string	C=N/N=C\C(N)=O
2S+1	1
HOMO energy	-9.777	eV
total charge	0
total energy	-356.7781	hartree

---

This record from the Open Molecules 2025 dataset describes a 2-piece molecular cluster, C3H5N3O overall. The level of theory is the ωB97M-V functional and the def2-TZVPD basis.

CARTESIAN COORDINATES (ANGSTROEM)
N  0.31150  0.20516  -1.70851
C  0.79397  0.25393  -0.65862
C  1.46947  0.38694  0.65093
O  2.85139  0.58627  0.49907
H  0.97587  1.19666  1.20653
H  1.32905  -0.53406  1.22069
H  2.98911  1.36404  -0.05711
N  -2.38686  -1.24572  -1.31870
C  -2.10337  -0.85166  -0.19976
N  -1.76259  -0.60137  0.95758
H  -2.05260  -0.69906  -2.10587
H  -2.41495  -0.06112  1.51377

SMILES string	N#CCO.N=C=N
2S+1	1
HOMO energy	-10.515	eV
total charge	0
total energy	-356.7801	hartree

---

This record from the Open Molecules 2025 dataset describes one molecule with the formula C3H5N3O. The level of theory is the ωB97M-V functional and the def2-TZVPD basis.

CARTESIAN COORDINATES (ANGSTROEM)
H  2.23781  0.35302  -1.19942
N  1.26766  0.46836  -0.93061
C  0.74394  -0.51009  -0.34630
N  1.18344  -1.72764  0.03095
N  -0.71820  -0.40215  0.01038
O  -1.32545  -1.47064  0.34157
C  -1.04883  0.77879  0.31485
C  -1.45804  1.97669  0.56030
H  1.98199  -2.13793  -0.41331
H  0.41564  -2.34387  0.30369
H  -2.00110  2.55005  -0.18206
H  -1.27887  2.46541  1.50996

SMILES string	[H]/N=C(\N)[N+]([O-])=C=C
2S+1	1
HOMO energy	-8.818	eV
total charge	0
total energy	-356.6843	hartree

---

This record from the Open Molecules 2025 dataset describes one molecule with the formula C3H5N3O2S. The level of theory is the ωB97M-V functional and the def2-TZVPD basis.

CARTESIAN COORDINATES (ANGSTROEM)
N  0.58200  0.45943  1.41714
C  0.27994  0.56452  0.08191
N  0.96215  1.08951  -0.98452
N  0.48551  0.72868  -2.16892
C  -0.54394  -0.01951  -1.95233
C  -0.72851  -0.17759  -0.56852
S  -1.86261  -1.31544  0.24384
O  -3.18716  -1.34662  -0.24573
O  -1.62825  -1.13467  1.66920
H  -0.03274  -0.05617  2.03701
H  1.05531  1.29849  1.72161
H  1.87742  1.58833  -1.09023
H  -1.18851  -0.09305  -2.78563
H  -1.41715  -2.53458  -0.09500

SMILES string	Nc1[nH]ncc1[SH](=O)=O
2S+1	1
HOMO energy	-8.942	eV
total charge	0
total energy	-830.1884	hartree

---

This record from the Open Molecules 2025 dataset describes a 2-piece molecular cluster, C3H5N3O9 overall. The level of theory is the ωB97M-V functional and the def2-TZVPD basis.

CARTESIAN COORDINATES (ANGSTROEM)
C  -2.19681  0.28927  -0.05074
C  -1.18560  -0.58470  0.51022
C  1.40850  0.41454  -0.60405
N  -1.57600  -2.07243  0.29758
N  2.02431  -0.77987  -0.58097
N  1.72684  1.47938  0.30177
O  -0.91334  -2.80163  1.00577
O  -2.58361  -2.38058  -0.32452
O  3.12685  -1.15859  0.16053
O  1.54082  -1.71836  -1.16145
O  2.68192  1.27983  1.01984
O  0.97425  2.44260  0.25242
O  -1.68475  1.60030  -0.14230
O  -0.27711  -0.27462  1.22125
O  0.39753  0.69921  -1.36481
H  -2.70443  0.17579  -1.03820
H  -2.99234  0.37630  0.64002
H  -0.96522  1.92998  0.41935
H  3.14706  -0.48523  0.85218
H  0.05114  1.56883  -1.41388

2S+1	1
HOMO energy (spin up / spin down)	-9.521 / -9.521	eV
total charge	0
total energy	-958.3634	hartree

---

This record from the Open Molecules 2025 dataset describes a 2-piece molecular cluster, C3H5N3OS overall. The level of theory is the ωB97M-V functional and the def2-TZVPD basis.

CARTESIAN COORDINATES (ANGSTROEM)
C  -0.47904  0.09769  -0.22322
C  0.51273  -1.87680  0.48717
C  0.58767  -0.43563  0.61788
H  0.30241  3.51019  -0.40955
H  -1.52332  1.73843  -1.10799
H  -0.99908  -2.97155  -0.39353
H  0.94796  -2.64109  1.09587
H  1.13844  1.60152  1.37005
N  -0.81381  1.48815  -0.35019
N  -1.03208  -0.97366  -0.90706
N  -0.45905  -2.07478  -0.46176
O  1.26777  0.28800  1.45170
S  0.54940  2.24952  -1.16938

2S+1	1
HOMO energy	-8.012	eV
total charge	0
total energy	-754.8646	hartree

---

This record from the Open Molecules 2025 dataset describes a 2-piece molecular cluster, C3H5N3S overall. The level of theory is the ωB97M-V functional and the def2-TZVPD basis.

CARTESIAN COORDINATES (ANGSTROEM)
C  -1.08233  -0.10992  0.21472
C  0.65394  1.28369  -0.10378
C  1.17990  0.00302  -0.06596
H  -2.66376  -0.51579  1.41033
H  -2.85719  0.24408  -0.58332
H  1.14482  2.22685  -0.00309
H  3.67249  -0.48823  -1.05497
H  0.02787  -1.85658  -0.30863
N  -2.37422  -0.72173  0.01315
N  -0.79278  1.11594  0.22595
N  0.12654  -0.91195  -0.00805
S  2.96472  -0.26939  0.26365

2S+1	1
HOMO energy	-8.872	eV
total charge	0
total energy	-679.6317	hartree

---

This record from the Open Molecules 2025 dataset describes a 2-piece molecular cluster, C3H5N3S overall. The level of theory is the ωB97M-V functional and the def2-TZVPD basis.

CARTESIAN COORDINATES (ANGSTROEM)
C  0.53424  1.73598  1.42729
S  -0.89006  1.03524  0.51524
C  -0.71803  -0.56428  0.99577
N  -0.59976  -1.63018  1.40273
H  1.37413  1.05400  1.35548
H  0.25762  1.91034  2.46289
H  0.77069  2.67482  0.93578
N  1.04402  -1.07581  -1.94129
C  -0.14615  -1.20197  -1.80896
N  -1.29653  -0.99454  -1.51183
H  1.60729  -1.30355  -2.73399
H  -1.93747  -1.64005  -1.09910

SMILES string	CSC#N.N=C=N
2S+1	1
HOMO energy	-9.438	eV
total charge	0
total energy	-679.7167	hartree

---

This record from the Open Molecules 2025 dataset describes an isolated ion of composition C3H5N4 and charge +1. The level of theory is the ωB97M-V functional and the def2-TZVPD basis.

CARTESIAN COORDINATES (ANGSTROEM)
C  -0.26905  0.99542  -0.05809
N  0.98646  0.84612  0.67503
N  1.36605  -0.36863  0.73170
N  0.93921  -1.24965  -0.01890
C  0.54748  -2.44147  0.03336
C  0.13446  -3.75678  -0.16562
N  -0.09075  -3.22460  0.96847
H  -0.20953  0.83764  -1.10123
H  -1.04240  0.29859  0.21423
H  -0.64203  2.06759  0.07627
H  1.43475  1.49567  1.28219
H  -0.00507  -4.60337  -0.84859

SMILES string	C/[NH+]=N\N=c1\cn1
2S+1	1
HOMO energy	-14.999	eV
total charge	+1
total energy	-335.8928	hartree

---

This record from the Open Molecules 2025 dataset describes an isolated ion of composition C3H5N4O2S and charge -1. The level of theory is the ωB97M-V functional and the def2-TZVPD basis.

CARTESIAN COORDINATES (ANGSTROEM)
C  2.37683  -0.03688  -0.14555
C  1.00272  0.32172  0.27267
S  -0.19315  -1.07388  0.00116
O  -0.34112  -1.77039  1.32730
O  0.26426  -1.86430  -1.15577
C  -1.75279  -0.09646  -0.23535
N  -1.68287  1.22682  -0.57035
N  -2.86529  1.65883  -0.29491
N  -3.63128  0.71434  0.20945
N  -2.91924  -0.45837  0.26031
H  2.96207  0.78651  -0.68833
H  3.09607  -0.18539  0.65424
H  2.31944  -0.86525  -0.85081
H  0.64433  1.22448  -0.10915
H  0.72001  0.41821  1.32510

SMILES string	CC[S@](=O)([O-])=C1N=NN=N1
2S+1	1
HOMO energy	-5.783	eV
total charge	-1
total energy	-884.9965	hartree

---

This record from the Open Molecules 2025 dataset describes an isolated ion of composition C3H5N4S3 and charge +1. The level of theory is the ωB97M-V functional and the def2-TZVPD basis.

CARTESIAN COORDINATES (ANGSTROEM)
C  -2.20488  -1.98127  0.12698
C  -1.24859  0.16186  -0.29603
C  0.88462  -0.50401  0.61119
N  -1.01707  -1.98155  0.57794
N  -0.94192  1.46431  -0.24815
N  0.31383  1.70623  -0.12922
N  -0.36418  -0.85743  0.21055
S  -2.82681  -0.56212  -0.67447
S  0.70950  3.22149  0.51883
S  2.05849  -0.50667  -0.75156
H  -2.98200  -2.79371  0.34643
H  1.23907  -1.36228  1.37078
H  1.39448  0.35969  -1.53488
H  2.13711  3.14503  0.14596
H  2.84836  0.49043  -0.27434

2S+1	1
HOMO energy (spin up / spin down)	-12.396 / -12.394	eV
total charge	+1
total energy	-1530.4384	hartree

---

This record from the Open Molecules 2025 dataset describes one molecule with the formula C3H5N5. The level of theory is the ωB97M-V functional and the def2-TZVPD basis.

CARTESIAN COORDINATES (ANGSTROEM)
H  1.89507  2.36511  -0.03394
N  1.91610  1.35496  0.06345
C  0.74024  0.83086  -0.05722
N  -0.61297  1.09033  -0.06158
C  -1.39448  0.04878  0.00170
N  -2.61255  0.04914  0.18758
H  -3.24246  -0.75546  0.05334
N  -0.50970  -1.06952  -0.19052
C  0.82011  -0.76150  -0.09023
N  1.75330  -1.61352  0.14422
H  2.65893  -1.03462  0.19183
H  -0.99649  2.00127  -0.11796
H  -0.84945  -1.96485  -0.22080

SMILES string	[H]/N=C1\N/C(=N/[H])N\C1=N\[H]
2S+1	1
HOMO energy	-9.455	eV
total charge	0
total energy	-391.0805	hartree

---

This record from the Open Molecules 2025 dataset describes one molecule with the formula C3H5N5. The level of theory is the ωB97M-V functional and the def2-TZVPD basis.

CARTESIAN COORDINATES (ANGSTROEM)
H  0.77695  -0.10549  -1.58284
N  -0.06350  -0.32605  -2.28327
C  -1.11774  -0.75833  -1.62491
N  -0.94513  -1.10195  -0.28671
N  -0.16141  -0.18196  0.32096
C  0.93787  -0.50871  0.77885
C  1.41732  0.63313  1.44720
N  0.55720  1.52540  1.23281
N  -0.49278  1.09204  0.67795
H  -2.07732  -1.17652  -2.05884
H  -1.93314  -1.18519  0.15247
H  1.12478  -1.53183  0.53464
H  2.42335  0.75014  1.71552

SMILES string	[H]/N=C\Nn1ccnn1
2S+1	1
HOMO energy	-9.645	eV
total charge	0
total energy	-390.9523	hartree

---

This record from the Open Molecules 2025 dataset describes one molecule with the formula C3H5NO. The level of theory is the ωB97M-V functional and the def2-TZVPD basis.

CARTESIAN COORDINATES (ANGSTROEM)
H  -1.26071  -0.81264  1.87384
N  -1.28096  -1.26745  0.95893
C  -0.58892  -0.42133  0.33346
C  0.18602  0.80671  0.55422
C  0.12941  0.12707  -0.81373
O  1.33294  -0.42024  -1.23854
H  1.11271  0.66168  1.10583
H  -0.29488  1.77196  0.68519
H  -0.47321  0.64753  -1.55926
H  1.13760  -1.09328  -1.89995

SMILES string	[H]/N=C1\C[C@H]1O
2S+1	1
HOMO energy	-9.503	eV
total charge	0
total energy	-247.2186	hartree

---

This record from the Open Molecules 2025 dataset describes one molecule with the formula C3H5NO. The level of theory is the ωB97M-V functional and the def2-TZVPD basis.

CARTESIAN COORDINATES (ANGSTROEM)
O  1.68967  -0.59803  -0.77714
C  1.49338  0.29149  0.02790
N  0.29832  0.45093  0.68915
C  -1.02148  0.56477  0.09618
C  -0.67274  -0.81477  -0.08198
H  2.32627  0.94022  0.37654
H  -1.73633  0.78781  0.86931
H  -1.09883  1.16530  -0.80178
H  -0.49450  -1.22427  -1.08785
H  -0.78377  -1.56344  0.68969

SMILES string	O=CN1CC1
2S+1	1
HOMO energy	-9.506	eV
total charge	0
total energy	-247.2086	hartree

---

This record from the Open Molecules 2025 dataset describes one molecule with the formula C3H5NO. The level of theory is the ωB97M-V functional and the def2-TZVPD basis.

CARTESIAN COORDINATES (ANGSTROEM)
C  1.85934  0.44100  -0.01464
N  0.68945  0.70492  -0.31538
C  -0.40146  0.11733  0.34926
C  -1.46307  -0.50223  -0.39194
O  -1.81107  0.71484  0.23873
H  2.57072  0.72785  -0.82712
H  2.17075  -0.06881  0.82448
H  -0.30098  -0.35155  1.42208
H  -1.48909  -0.45955  -1.44295
H  -1.82460  -1.32381  0.15747

SMILES string	C=N[C@@H]1CO1
2S+1	1
HOMO energy	-9.967	eV
total charge	0
total energy	-247.2028	hartree

---

This record from the Open Molecules 2025 dataset describes one molecule with the formula C3H5NO. The level of theory is the ωB97M-V functional and the def2-TZVPD basis.

CARTESIAN COORDINATES (ANGSTROEM)
C  -0.65530  -1.22198  -0.41769
N  0.36108  -0.83307  -1.06458
C  0.84478  0.35367  -0.34443
C  -0.28264  0.69442  0.64290
O  -1.12264  -0.47743  0.60998
H  -1.17456  -2.16687  -0.55489
H  1.08905  1.17330  -1.02439
H  1.78097  0.06805  0.15854
H  0.02129  0.84781  1.67985
H  -0.86203  1.56210  0.31471

SMILES string	C1=NCCO1
2S+1	1
HOMO energy	-9.584	eV
total charge	0
total energy	-247.2842	hartree

---

This record from the Open Molecules 2025 dataset describes one molecule with the formula C3H5NO. The level of theory is the ωB97M-V functional and the def2-TZVPD basis.

CARTESIAN COORDINATES (ANGSTROEM)
C  1.20910  0.15226  0.10097
C  0.13195  1.11301  0.02968
N  -1.10200  0.71911  -0.52964
C  -1.61094  -0.50505  -0.09862
O  -2.24254  0.69379  0.24042
H  2.23517  0.50118  0.27073
H  0.92384  -0.89019  -0.01811
H  0.23420  2.15848  0.32903
H  -2.26632  -1.20615  -0.59104
H  -0.83972  -1.00295  0.55871

SMILES string	C=CN1CO1
2S+1	1
HOMO energy	-8.908	eV
total charge	0
total energy	-247.1400	hartree

---

This record from the Open Molecules 2025 dataset describes one molecule with the formula C3H5NO. The level of theory is the ωB97M-V functional and the def2-TZVPD basis.

CARTESIAN COORDINATES (ANGSTROEM)
C  0.48829  -0.79375  -1.64508
N  1.03842  -0.22155  -0.36500
C  0.28010  -0.32090  0.76573
C  -0.56567  0.89752  0.90025
O  0.32650  -1.21788  1.58625
H  1.03455  -0.63246  -2.50046
H  -0.53082  -1.11987  -1.55466
H  -1.28202  0.84040  1.75475
H  0.24707  1.61407  1.05437
H  -1.03642  0.95442  0.00384

SMILES string	C=NC(C)=O
2S+1	1
HOMO energy	-9.819	eV
total charge	0
total energy	-247.2128	hartree

---

ΔE to the lowest compared entry with this formula, charge and spin, record by record: 62.7; 49.8; 48.5; 108.6; 15.0; 68.4; 109.4; 96.3; 43.0; 112.9; 19.8; 118.7; 23.8; 104.3; 55.6; 61.9; 65.5; 14.4; 105.0; 59.3 kcal/mol